1.
Computed, not measured: C31H28CsN9O2S2 as an isolated structure at a distorted geometry, with the ωB97M-V functional and the def2-TZVPD basis.

Computed properties:
energy above the lowest of the compared OMol25 structures with the same formula, charge and spin: 33.55 kcal/mol
charge: -2
HOMO-LUMO gap: 4.46 eV
electronic energy: -72327.459 eV

Last column: Löwdin charge in e.
CARTESIAN COORDINATES (ANGSTROEM)
Cs1 -1.82 0.29 0.20  1.098
C1 4.01 3.01 -5.36  -0.100
C2 2.65 3.43 -4.81  -0.284
N1 2.68 3.76 -3.40  -0.074
C3 2.71 2.74 -2.44  -0.878
S1 3.66 3.10 -1.03  0.462
N2 2.16 1.63 -2.81  -0.032
N3 1.82 0.65 -1.91  0.072
C4 2.31 -0.50 -2.19  -0.280
C5 3.43 -0.66 -3.18  -0.049
C6 1.78 -1.73 -1.52  -0.210
C7 2.13 -2.98 -2.04  -0.031
C8 1.73 -4.14 -1.39  -0.075
C9 0.97 -4.04 -0.25  -0.064
C10 0.59 -2.77 0.16  -0.134
N4 0.98 -1.66 -0.46  0.101
H1 3.94 2.72 -6.41  0.061
H2 4.39 2.16 -4.78  0.057
H3 4.73 3.82 -5.27  0.062
H4 1.93 2.62 -4.93  0.097
H5 2.27 4.30 -5.36  0.099
H6 3.36 4.47 -3.14  0.060
H7 4.04 0.24 -3.17  0.057
H8 3.05 -0.79 -4.20  0.089
H9 4.06 -1.52 -2.93  0.062
H10 2.70 -3.05 -2.96  0.094
H11 2.01 -5.11 -1.79  0.099
H12 0.65 -4.91 0.31  0.096
H13 -0.06 -2.63 1.02  0.092
N5 2.06 2.41 1.65  0.095
C11 1.48 1.20 1.61  -0.190
N6 0.86 0.64 2.60  0.123
C12 0.78 1.33 3.81  -0.308
N7 0.08 0.86 4.79  0.058
N8 -0.69 -0.20 4.36  0.016
C13 -0.50 -1.34 4.87  -0.120
C14 -1.18 -2.50 4.26  -0.278
C15 -0.91 -3.79 4.70  -0.050
C16 -1.42 -4.86 3.99  -0.092
C17 -2.19 -4.61 2.87  -0.069
C18 -2.46 -3.29 2.53  -0.117
N9 -1.97 -2.26 3.22  0.132
C19 1.52 2.59 3.96  -0.090
C20 1.62 3.28 5.17  -0.035
C21 2.32 4.47 5.24  -0.104
C22 2.93 4.99 4.09  -0.098
C23 2.85 4.32 2.89  -0.012
C24 2.15 3.11 2.82  -0.179
H14 2.48 2.75 0.76  -0.025
H15 1.56 0.69 0.65  0.091
H16 0.29 -1.52 5.61  0.110
H17 -0.28 -3.94 5.58  0.098
H18 -1.21 -5.88 4.30  0.095
H19 -2.58 -5.42 2.26  0.099
H20 -3.09 -3.03 1.69  0.106
H21 1.13 2.86 6.03  0.103
H22 2.39 5.00 6.18  0.090
H23 3.46 5.93 4.14  0.095
H24 3.33 4.71 2.00  0.106
O1 -4.15 0.91 -0.48  -0.364
C25 -4.54 -0.30 -0.53  -0.842
O2 -4.20 -1.19 0.28  -0.195
C26 -5.47 -0.64 -1.67  -0.188
C27 -6.75 -0.12 -1.65  -0.070
C28 -7.66 -0.36 -2.67  -0.150
C29 -7.24 -1.13 -3.75  -0.154
C30 -5.96 -1.64 -3.79  -0.170
C31 -5.02 -1.42 -2.76  -0.723
S2 -3.40 -2.08 -2.88  0.340
H25 -7.04 0.49 -0.80  0.104
H26 -8.66 0.05 -2.63  0.070
H27 -7.92 -1.33 -4.57  0.075
H28 -5.63 -2.23 -4.64  0.070

2.
Computed, not measured: a 2-piece molecular cluster, C6H6BrO2 overall at a distorted geometry, with the ωB97M-V functional and the def2-TZVPD basis.

Computed properties:
energy above the lowest of the compared OMol25 structures with the same formula, charge and spin: 50.97 kcal/mol
charge: -1
HOMO-LUMO gap: 5.81 eV
electronic energy: -80455.077 eV

Last column: Löwdin charge in e.
CARTESIAN COORDINATES (ANGSTROEM)
C1 -0.73 0.07 1.89  -0.032
C2 0.13 -0.12 0.81  -0.005
C3 2.62 -0.91 0.81  -0.162
C4 -0.98 0.36 3.49  -0.233
C5 1.57 -0.41 0.24  -0.222
C6 1.63 -0.15 -1.27  -0.051
O1 3.61 -1.24 1.34  0.172
O2 -0.56 -0.10 4.53  0.005
Br1 -0.10 -0.02 -5.10  -0.937
H1 -1.73 0.29 1.52  0.062
H2 -0.52 0.11 0.03  0.062
H3 -1.73 1.24 3.55  0.115
H4 0.72 -0.38 -1.68  0.015
H5 2.49 -0.69 -1.63  0.071
H6 1.83 1.02 -1.50  0.140

3.
Computed, not measured: C31H19MnN7Se as an isolated structure at a distorted geometry, with the ωB97M-V functional and the def2-TZVPD basis.

Computed properties:
energy above the lowest of the compared OMol25 structures with the same formula, charge and spin: 14.88 kcal/mol
2S+1: 6
HOMO-LUMO gap (spin up / spin down): 4.46 / 6.26 eV
electronic energy: -139550.669 eV

Last column: Löwdin charge in e.
CARTESIAN COORDINATES (ANGSTROEM)
Mn1 0.02 0.38 -0.25  0.816
Se1 -5.67 -4.55 -1.56  1.135
N1 -5.59 -2.93 -0.83  -0.220
C1 -4.35 -2.56 -0.87  -0.332
C2 -3.87 -1.26 -0.35  -0.076
C3 -4.70 -0.31 0.24  0.026
C4 -4.15 0.86 0.70  -0.010
C5 -2.78 1.06 0.58  -0.076
N2 -1.99 0.15 0.03  0.029
C6 -2.52 -0.99 -0.44  -0.119
C7 -1.57 -1.93 -1.07  -0.129
N3 -0.30 -1.51 -1.14  0.055
C8 0.61 -2.30 -1.70  -0.061
C9 0.27 -3.55 -2.22  -0.010
C10 -1.03 -3.98 -2.15  0.023
C11 -1.99 -3.15 -1.57  -0.079
C12 -3.42 -3.49 -1.47  -0.331
N4 -3.92 -4.61 -1.91  -0.220
H1 -5.76 -0.51 0.32  0.124
H2 -4.75 1.63 1.16  0.118
H3 -2.28 1.95 0.94  0.130
H4 1.61 -1.91 -1.73  0.115
H5 1.05 -4.16 -2.67  0.117
H6 -1.33 -4.94 -2.55  0.124
C13 4.88 -2.10 0.90  -0.108
C14 3.56 -2.17 1.34  -0.093
C15 2.60 -1.30 0.84  -0.063
C16 2.94 -0.33 -0.11  -0.288
C17 4.27 -0.25 -0.53  -0.031
C18 5.22 -1.13 -0.03  -0.093
N5 1.94 0.50 -0.64  -0.130
N6 2.37 1.57 -1.30  0.076
C19 1.32 2.34 -1.79  -0.337
C20 1.64 3.45 -2.58  -0.044
C21 0.63 4.26 -3.06  -0.106
C22 -0.71 3.97 -2.78  -0.109
C23 -1.01 2.86 -1.99  -0.141
C24 -0.02 2.05 -1.47  -0.154
H7 5.63 -2.78 1.29  0.095
H8 3.27 -2.91 2.08  0.100
H9 1.59 -1.35 1.22  0.083
H10 4.54 0.51 -1.26  0.096
H11 6.24 -1.05 -0.38  0.100
H12 2.68 3.66 -2.80  0.104
H13 0.88 5.12 -3.67  0.096
H14 -1.49 4.61 -3.16  0.092
H15 -2.06 2.65 -1.78  0.075
N7 1.14 2.80 6.71  0.142
C25 0.96 2.43 5.63  -0.187
C26 0.75 1.97 4.28  -0.243
C27 1.28 2.67 3.20  -0.029
C28 1.07 2.22 1.91  -0.088
C29 0.33 1.07 1.65  -0.212
C30 -0.20 0.38 2.75  -0.129
C31 0.00 0.81 4.05  -0.044
H16 1.86 3.56 3.38  0.118
H17 1.50 2.77 1.08  0.096
H18 -0.79 -0.52 2.60  0.089
H19 -0.41 0.27 4.90  0.114

4.
Computed, not measured: C12H27AsCl2CuNOSi as an isolated structure at a distorted geometry, with the ωB97M-V functional and the def2-TZVPD basis.

Computed properties:
2S+1: 2
charge: +1
HOMO-LUMO gap (spin up / spin down): 4.51 / 5.16 eV
electronic energy: -154800.821 eV

Last column: Löwdin charge in e.
CARTESIAN COORDINATES (ANGSTROEM)
C1 4.33 -0.79 0.09  -0.100
C2 3.50 0.57 0.59  -0.239
N1 2.51 0.88 -0.52  -0.145
C3 1.40 1.78 -0.01  -0.220
C4 -0.12 1.14 -0.30  -0.350
As1 -1.17 0.91 1.40  0.666
C5 -2.99 1.20 0.63  -0.728
Cl1 -4.21 2.02 1.84  0.453
C6 -3.56 0.91 -0.67  -0.620
C7 -2.70 0.27 -1.85  -0.153
Cl2 -5.37 1.31 -1.05  0.553
Si1 -1.27 -1.44 1.23  0.424
C8 -1.07 -2.04 3.09  -0.247
C9 -2.99 -2.10 0.69  -0.245
C10 0.24 -2.21 0.31  -0.238
C11 3.20 1.66 -1.61  -0.322
C12 3.05 1.10 -3.15  -0.028
O1 3.95 2.76 -1.43  -0.027
H1 5.06 -1.10 0.95  0.088
H2 4.88 -0.52 -0.93  0.082
H3 3.52 -1.61 -0.13  0.067
H4 4.24 1.45 0.82  0.130
H5 2.98 0.28 1.63  0.127
H6 1.59 2.02 1.12  0.109
H7 1.47 2.83 -0.58  0.143
H8 -0.67 1.99 -0.93  0.088
H9 -0.05 0.21 -1.00  0.051
H10 -1.84 0.72 2.81  -0.009
H11 0.20 0.67 2.12  -0.032
H12 -1.06 2.47 1.60  0.061
H13 -1.96 -0.60 -1.65  0.064
H14 -2.06 1.14 -2.37  0.107
H15 -3.44 -0.10 -2.68  0.083
H16 -1.29 -1.14 3.82  0.032
H17 -1.72 -2.99 3.33  0.054
H18 0.09 -2.28 3.25  0.061
H19 -3.13 -3.16 1.20  0.066
H20 -3.84 -1.41 1.11  0.052
H21 -3.16 -2.18 -0.47  0.041
H22 0.15 -3.39 0.43  0.077
H23 0.09 -2.00 -0.85  0.046
H24 1.27 -1.81 0.70  0.047
H25 3.42 1.93 -3.93  0.108
H26 1.90 0.87 -3.31  0.083
H27 3.70 0.11 -3.22  0.096
Cu1 -7.07 -0.32 -2.08  0.644

- Number 2 is which compound?
  C6H6BrO2